Entry from the Open Molecules 2025 dataset: a structure of composition C50H58N3O9PSSeSr at a distorted geometry (wB97M-V/def2-TZVPD).

```
! wB97M-V def2-TZVPD RIJCOSX def2/J DEFGRID3
* xyz -2 1
C -0.42 -5.52 -3.40
H -6.81 5.56 1.15
C 0.04 -5.64 0.79
H 0.29 0.21 4.34
H 1.22 -3.89 0.49
C 4.18 -2.63 3.17
H -6.12 3.10 -4.39
H 1.45 -1.89 5.84
H -5.40 3.67 -2.15
H -1.97 -0.69 1.10
H 0.02 -1.07 -3.05
H 2.84 -5.62 0.93
H -8.17 3.49 1.14
C 3.95 1.38 -0.37
O 3.00 6.35 1.34
C -2.78 2.47 -4.74
C -0.27 -3.11 -3.20
C -7.11 3.44 0.91
H 0.74 -2.18 -5.39
C -6.36 4.63 0.86
Se 0.71 2.96 2.75
O 2.05 2.28 3.46
H -1.40 -2.80 -0.23
C 1.04 -4.82 -0.02
O 0.13 4.34 3.38
H 2.33 -1.58 -2.52
C -0.23 -0.71 4.21
H 0.51 -5.88 1.79
H 2.31 5.73 1.58
C 2.95 0.32 1.60
H -2.25 -1.00 -2.49
H -1.08 -4.15 -4.89
H -0.94 -2.01 -5.76
C 2.41 -5.49 -0.11
H 0.06 -3.68 2.51
O -2.40 0.19 1.19
C -2.04 -1.30 -3.51
H -0.16 -6.60 0.33
H 4.77 -2.90 1.16
H -7.16 1.37 0.38
C 0.48 -1.66 3.25
H 2.70 0.40 2.65
H 0.33 -6.60 -1.65
C 4.47 -2.84 4.51
P -2.85 3.33 -0.71
H -2.34 0.34 2.14
H 6.71 -4.45 1.63
C 3.52 -2.53 5.46
C -1.87 7.20 -1.80
C 2.75 -0.91 0.86
H -4.67 1.33 -0.26
H -0.48 -3.34 4.16
H -2.19 -0.45 -4.14
C 5.87 -4.21 2.32
H -2.04 2.10 -5.45
C -5.08 3.03 -4.14
C -4.51 3.45 -0.02
C 0.49 -4.53 -1.39
C -3.35 3.19 -2.46
C 3.55 0.32 -1.13
H -2.23 5.39 -2.89
C -1.76 7.05 0.57
O 1.06 3.38 1.11
H 3.58 2.34 1.53
H -2.68 -2.10 -3.83
C -5.09 4.64 0.36
C 1.98 -1.49 -1.49
H -0.49 -1.20 5.19
C -6.53 2.24 0.48
C -2.19 5.85 -1.91
O -0.77 1.30 -2.19
H 5.06 -4.94 2.24
N -1.15 -1.89 0.19
C -2.42 2.79 -3.46
Sr -0.28 1.58 0.23
N 2.62 -2.05 1.41
C 0.14 -5.65 -2.14
O -0.57 1.90 2.77
H -0.74 -6.36 -3.96
O -0.16 3.64 -2.39
C 2.91 -2.19 2.80
C -0.35 -2.91 3.18
H 3.67 0.34 -2.19
H -1.92 5.12 1.40
H 3.75 -2.52 6.52
H -1.57 8.91 -0.53
C 1.89 -1.96 3.71
C -1.69 7.83 -0.57
H -0.01 -0.53 -5.39
S -0.64 2.46 -3.08
C -4.67 3.39 -2.87
C -0.59 -1.71 -3.69
H -0.84 -5.12 1.06
C -2.30 5.08 -0.75
N 0.77 -2.05 -1.20
H -1.73 7.70 -2.76
C 5.27 -2.82 2.12
H -4.57 5.58 0.24
C 3.53 1.39 1.03
C 6.28 -1.74 2.19
H 0.52 -1.19 2.27
C -0.61 -4.25 -3.92
C -0.06 -1.38 -0.21
H 4.50 2.18 -0.80
H -1.32 -2.60 2.77
C -4.12 2.62 -5.08
H -1.66 7.49 1.55
H 3.10 -4.86 -0.72
H 6.25 -4.29 3.34
O 0.05 2.18 -4.32
C 2.22 -2.14 5.07
H 2.38 -6.49 -0.58
H -4.45 2.43 -6.11
H 6.85 -1.87 3.08
H 5.79 -0.78 2.33
H -1.19 -0.46 3.74
H 3.79 5.79 1.48
C -0.14 -1.58 -5.14
C -5.21 2.25 0.07
C 0.34 -3.27 -1.97
C 2.67 -0.72 -0.59
H 6.96 -1.71 1.34
C -1.98 5.67 0.44
H 5.42 -3.20 4.90
*
```

Results
LUMO energy (eV): 3.935
Frontier orbital gap (Eh): 0.242
Electronic energy (Ha): -5953.29738

Entry from the Open Molecules 2025 dataset: a cluster of 2 separate species, C2H6Br2N in total at a distorted geometry (wB97M-V/def2-TZVPD).

```
! wB97M-V def2-TZVPD RIJCOSX def2/J DEFGRID3
* xyz 1 1
N 0.15 0.37 -1.21
H -0.33 1.29 -1.20
H -0.56 -0.36 -1.43
Br -2.16 -1.56 -0.04
H 0.78 0.39 2.16
C 0.75 0.07 0.10
H -0.46 1.36 1.23
Br 2.13 -1.24 -0.05
H -1.49 -1.32 1.18
H 0.87 0.37 -1.95
C 0.34 0.63 1.22
*
```

Results
LUMO energy (eV): -3.742
Relative energy (zero: lowest compared OMol25 entry of this formula, charge and spin) (eV): 0.2041
Frontier orbital gap (Eh): 0.400
Electronic energy (Ha): -5282.29557

Entry from the Open Molecules 2025 dataset: the molecule C5H14NO2P at a distorted geometry (wB97M-V/def2-TZVPD).

```
! wB97M-V def2-TZVPD RIJCOSX def2/J DEFGRID3
* xyz 0 1
H -1.30 -0.40 -0.98
H 0.01 2.59 -3.68
H -1.05 1.27 -2.70
H -0.95 -0.73 2.70
H 1.48 1.04 0.81
C -0.55 1.84 -2.01
C 0.34 -3.03 2.37
H 0.93 0.33 -1.45
O 0.35 2.67 -2.74
H 1.24 -2.62 2.59
C 0.26 0.99 -1.01
H 0.03 -3.67 3.16
N 0.07 -1.02 0.53
H 0.84 -1.20 -0.05
H -1.20 2.52 -1.60
P -0.86 -1.80 1.68
C 1.20 1.76 -0.06
C -0.69 -0.02 -0.21
H 0.53 2.65 0.29
H -1.18 0.73 0.50
H 2.00 2.04 -0.77
O -2.19 -2.23 1.15
H 0.69 -3.71 1.49
*
```

Results
LUMO energy (eV): 0.760
Relative energy (zero: lowest compared OMol25 entry of this formula, charge and spin) (eV): 1.0299
Frontier orbital gap (Eh): 0.384
Electronic energy (Ha): -745.46020

Entry from the Open Molecules 2025 dataset: a structure of composition C16H26Ge2NO5PdS (wB97M-V/def2-TZVPD).

```
! wB97M-V def2-TZVPD RIJCOSX def2/J DEFGRID3
* xyz 3 1
O -1.73 3.73 0.44
C 1.77 -2.90 -2.76
H 2.38 -0.52 3.88
C 2.71 -0.08 2.94
H -0.11 2.72 -2.69
C 2.03 1.27 2.67
Pd -3.71 3.63 1.45
H 2.20 1.98 3.49
C -0.89 -1.18 3.77
H -2.08 0.08 2.43
H -0.38 0.69 -4.22
H 2.39 1.75 1.76
H -3.15 0.64 -3.26
O -6.12 4.15 2.66
H -0.52 -1.83 2.98
H 3.94 -4.29 0.16
C -3.52 0.42 -2.26
S -0.43 3.26 0.88
H -4.59 0.64 -2.25
H 1.05 -0.03 -3.47
O 0.71 3.89 0.37
Ge 0.12 1.23 2.50
H -1.58 -1.61 -0.94
C 2.81 -3.75 -3.03
H 4.41 -4.90 -2.18
H 3.78 0.08 3.02
H 1.14 -2.52 -3.56
H 1.28 1.96 -1.92
O -0.30 1.64 0.56
H 2.54 -0.79 2.14
C 3.33 -3.88 -0.63
C 0.56 0.91 -3.70
H -2.95 2.32 -1.38
H -1.74 -1.67 4.24
C 1.49 -2.52 -1.41
H -1.77 0.81 4.00
C 2.29 -3.03 -0.34
C -0.65 -1.04 -1.02
C 3.59 -4.23 -1.96
H 1.19 1.46 -4.39
C 0.41 -1.74 -1.17
H -3.43 -0.65 -2.09
O -0.45 3.03 2.39
H -0.11 -1.08 4.53
H -3.16 1.02 -0.18
Ge -0.89 0.91 -1.20
H 2.06 -2.77 0.68
C 0.34 1.75 -2.44
H 3.03 -4.05 -4.04
N -5.16 3.64 2.49
C -1.33 0.18 3.22
C -2.81 1.26 -1.19
*
```

Results
LUMO energy (eV): -10.530
Relative energy (zero: lowest compared OMol25 entry of this formula, charge and spin) (eV): 0.0000
Frontier orbital gap (Eh): 0.298
Electronic energy (Ha): -5735.00474